Entry 1:
An isolated molecule of C4H5FS at a distorted geometry. Source: OMol25; level of theory: the ωB97M-V functional and the def2-TZVPD basis.

Geometry as XYZ:
```
11
Properties=species:S:1:pos:R:3:nbo_charge:R:1
F 2.44795 0.82035 2.14420 -0.343
C 1.09325 0.59263 2.11555 0.007
C 0.55591 -0.11338 0.91251 -0.049
C -0.00795 -0.66372 -0.00321 -0.007
C -0.85169 -1.21229 -1.06954 -0.589
S -1.60496 0.14572 -1.96685 -0.010
H 0.77534 0.02677 3.01577 0.186
H 0.59032 1.48200 2.13077 0.184
H -1.69466 -1.75050 -0.64736 0.250
H -0.32600 -1.85796 -1.69871 0.239
H -0.43431 0.76561 -2.36046 0.133
```

**HOMO**: -9.245 eV
**Relative energy (zero: lowest compared OMol25 entry of this formula, charge and spin)**: 39.02 kcal/mol
**SMILES**: FCC#CCS

---

Entry 2:
An isolated molecule of C4H5FS at a distorted geometry. Source: OMol25; level of theory: the ωB97M-V functional and the def2-TZVPD basis.

Geometry as XYZ:
```
11
Properties=species:S:1:pos:R:3:nbo_charge:R:1
C 2.25062 0.03711 -0.54101 -0.637
C 0.78510 -0.17415 -0.06935 -0.162
S 0.36340 -0.78069 1.29652 0.132
C -0.14637 0.43388 -0.99038 -0.377
C -1.44139 0.68763 -1.01626 0.316
F -2.29132 0.52615 0.08144 -0.336
H 2.39473 -0.35436 -1.53845 0.216
H 2.47822 0.98814 -0.48424 0.216
H 2.94448 -0.51162 0.11609 0.227
H 0.28441 0.56941 -2.01987 0.220
H -1.98200 1.15737 -1.84886 0.185
```

**HOMO**: -8.593 eV
**Relative energy (zero: lowest compared OMol25 entry of this formula, charge and spin)**: 27.54 kcal/mol
**SMILES**: CC(=S)/C=C\F

---

Entry 3:
An isolated molecule of C4H5FS at a distorted geometry. Source: OMol25; level of theory: the ωB97M-V functional and the def2-TZVPD basis.

Geometry as XYZ:
```
11
Properties=species:S:1:pos:R:3:nbo_charge:R:1
C -2.75128 -0.44700 -0.04151 -0.223
C -1.55951 -0.34368 0.11861 -0.020
C -0.13598 -0.10387 0.33082 -0.429
S 0.40459 1.62636 -0.10858 -0.013
C 0.67317 -1.16515 -0.28646 0.049
F 1.95804 -1.18284 0.09268 -0.344
H -3.69449 -0.92508 -0.29651 0.248
H -0.11893 -0.26357 1.38765 0.245
H 1.53134 1.21296 0.56986 0.145
H 0.64920 -0.89252 -1.30982 0.167
H 0.17874 -2.14988 -0.17679 0.176
```

**HOMO**: -9.606 eV
**Relative energy (zero: lowest compared OMol25 entry of this formula, charge and spin)**: 47.48 kcal/mol
**SMILES**: C#C[C@H](S)CF

---

Entry 4:
An isolated molecule of C4H5FS at a distorted geometry. Source: OMol25; level of theory: the ωB97M-V functional and the def2-TZVPD basis.

Geometry as XYZ:
```
11
Properties=species:S:1:pos:R:3:nbo_charge:R:1
F 1.39693 -0.33772 -1.17031 -0.392
C 0.82824 -0.12143 0.12867 0.139
C 0.15051 1.14253 0.25579 -0.355
C -1.02530 1.02713 -0.48379 -0.331
S -1.50270 -0.51970 -0.52878 0.360
C -0.10550 -1.27031 0.28378 -0.554
H 1.67818 -0.18141 0.83620 0.186
H 0.62017 2.10591 0.26550 0.221
H -1.70362 1.77917 -0.71437 0.238
H -0.58473 -1.49917 1.26727 0.242
H 0.24781 -2.12497 -0.13996 0.245
```

**HOMO**: -8.280 eV
**Relative energy (zero: lowest compared OMol25 entry of this formula, charge and spin)**: 25.04 kcal/mol
**SMILES**: F[C@H]1C=CSC1

---

Entry 5:
C4H5GaO as an isolated structure at a distorted geometry. Source: OMol25; level of theory: the ωB97M-V functional and the def2-TZVPD basis.

Geometry as XYZ:
```
11
Properties=species:S:1:pos:R:3:mulliken_spin:R:1
C -1.69003 -0.07072 1.27961 -0.022
C -0.63374 0.50079 0.66200 -0.063
C -0.14404 0.38398 -0.63587 0.069
C 1.31527 0.42419 -0.53837 0.045
O 1.88660 -0.46624 -1.27030 0.165
Ga 1.89757 -2.05844 -1.65285 0.815
H -2.09614 0.35351 2.19903 -0.003
H -2.22005 -0.90912 0.82170 -0.006
H -0.68216 -0.13124 -1.43286 0.003
H 1.75364 1.43299 -0.56199 0.007
H 0.61309 0.54029 1.12991 -0.011
```

**Spin multiplicity**: 2
**HOMO (alpha / beta)**: -25.679 / -25.702 eV
**Total charge**: +3
**Relative energy (zero: lowest compared OMol25 entry of this formula, charge and spin)**: 0.00 kcal/mol

---

Entry 6:
C4H5HgO2 as an isolated structure at a distorted geometry. Source: OMol25; level of theory: the ωB97M-V functional and the def2-TZVPD basis.

Geometry as XYZ:
```
12
Properties=species:S:1:pos:R:3:nbo_charge:R:1
O -3.53819 0.12077 0.10076 -0.427
C -2.74930 -0.92942 0.51460 -0.113
H -1.76498 0.73017 0.11420 0.204
H -2.65293 -1.73750 -0.25371 0.157
H -3.01075 -1.30992 1.53296 0.141
C -1.35028 -0.28784 0.67433 -0.393
C -0.25160 -1.01888 0.01178 -0.597
C 0.97829 -0.51397 -0.13400 0.390
O 1.79116 0.00765 -0.84046 -0.707
Hg 2.23472 0.70527 -3.26889 -0.020
H -1.13520 -0.05390 1.72746 0.208
H -0.45339 -1.96371 -0.50294 0.157
```

**Spin multiplicity**: 3
**HOMO (alpha / beta)**: -0.759 / -3.261 eV
**Total charge**: -1

---

Entry 7:
C4H5HgO6 as an isolated structure at a distorted geometry. Source: OMol25; level of theory: the ωB97M-V functional and the def2-TZVPD basis.

Geometry as XYZ:
```
16
Properties=species:S:1:pos:R:3:nbo_charge:R:1
C 0.98197 1.11545 0.11745 -0.094
C -0.52646 1.00302 0.20044 -0.078
O 1.47865 -0.20994 0.16640 -0.697
H 1.34348 1.71259 0.96477 0.203
H 1.28179 1.59004 -0.82752 0.191
H -1.04621 1.75605 -0.39783 0.217
H -0.87264 0.98511 1.23988 0.202
O 3.73266 0.54240 -0.16322 -0.698
O 3.36592 -1.63596 0.22445 -0.677
C 3.07740 -0.46025 0.07158 0.984
O -0.81762 -0.30629 -0.38252 -0.542
C -2.12171 -0.89939 -0.24707 0.973
O -3.03525 -0.11503 -0.00353 -0.716
O -2.15294 -2.10639 -0.47519 -0.692
Hg -4.83861 -2.13110 -0.24175 0.837
H 0.14957 -0.84033 -0.24633 0.586
```

**Spin multiplicity**: 2
**HOMO (alpha / beta)**: -8.488 / -8.484 eV
**Relative energy (zero: lowest compared OMol25 entry of this formula, charge and spin)**: 50.67 kcal/mol

---

Entry 8:
C4H5HoO6 as an isolated structure at a distorted geometry. Source: OMol25; level of theory: the ωB97M-V functional and the def2-TZVPD basis.

Geometry as XYZ:
```
16
Properties=species:S:1:pos:R:3:nbo_charge:R:1
O 0.10107 -2.00811 1.01524 -0.816
C 1.11656 -1.26853 1.02097 0.992
O 2.08128 -1.48456 1.79998 -0.817
O 1.25945 -0.24396 0.17603 -0.537
Ho 1.20802 -3.62151 2.80496 1.759
C 0.13390 -0.81575 -1.64854 -0.654
C 0.26153 0.38289 -0.76145 0.384
H 1.07856 -1.05878 -2.14805 0.249
H -0.56891 -1.56725 -1.27890 0.258
H 0.80381 1.24433 -1.15688 0.237
O -0.93903 0.70095 -0.08689 -0.499
C -1.08514 1.95142 0.34853 0.981
O -0.27472 2.83826 0.26006 -0.611
O -2.28826 2.05463 0.89076 -0.658
H -2.45380 2.97326 1.13991 0.514
H -0.43432 -0.07729 -2.37571 0.217
```

**Spin multiplicity**: 6
**HOMO (alpha / beta)**: -12.438 / -13.490 eV
**Total charge**: +1
**Relative energy (zero: lowest compared OMol25 entry of this formula, charge and spin)**: 15.79 kcal/mol